Below is C30H45MoN3O6PSSe as an isolated structure, with properties calculated with wB97M-V/def2-TZVPD.

HOMO energy, eV: -10.4
Gap between HOMO and LUMO, Eh: 0.235
Charge: +1

Element x y z (Å)
Mo -0.79544 0.49670 0.49496
O -6.95210 2.42394 -0.55088
C -5.94269 3.40113 -0.61101
C -4.61345 2.72344 -0.77196
C -3.49570 3.45827 -1.18232
C -2.25577 2.86261 -1.19530
N -2.09212 1.56642 -0.89831
C -3.18864 0.83379 -0.64331
C -4.45605 1.37346 -0.50553
C -2.93622 -0.63023 -0.65016
C -3.92932 -1.58974 -0.52729
C -3.60069 -2.89860 -0.85487
C -4.61627 -4.00716 -0.71980
O -5.94212 -3.55131 -0.67708
C -2.30233 -3.18073 -1.30141
C -1.34126 -2.19135 -1.27527
N -1.65660 -0.93950 -0.91509
H -7.78010 2.83318 -0.28463
H -5.89776 3.99202 0.31488
H -6.09302 4.09538 -1.44838
H -3.58283 4.50265 -1.44604
H -1.36233 3.41322 -1.43766
H -5.29702 0.76871 -0.20858
H -4.93118 -1.33806 -0.21811
H -4.42836 -4.50671 0.23681
H -4.45545 -4.75367 -1.50667
H -6.24012 -3.35333 -1.57116
H -2.02312 -4.17542 -1.61593
H -0.30747 -2.38109 -1.52523
C -0.62031 4.58000 1.00485
C 0.62077 4.11522 0.23334
C 1.79133 5.04327 0.58577
P 1.01412 2.32490 0.41399
C 1.91782 2.06546 2.00610
C 3.42231 2.32423 1.94237
C 1.26809 2.81846 3.16832
C 2.07190 1.91811 -1.03745
C 3.18282 2.89757 -1.41170
C 1.18132 1.67242 -2.25808
H -0.34774 4.84026 2.02556
H -1.41085 3.83750 1.07485
H -1.01621 5.48146 0.53816
H 0.44278 4.21931 -0.84433
H 1.93476 5.08002 1.66302
H 1.53164 6.05230 0.26496
H 2.74140 4.78258 0.12053
H 1.77727 0.99418 2.18729
H 3.65460 3.37108 1.74815
H 3.91704 1.71269 1.18960
H 3.85974 2.06830 2.90769
H 1.58592 3.86021 3.19417
H 1.58725 2.35735 4.10232
H 0.17980 2.79488 3.15003
H 2.53483 0.96533 -0.75817
H 2.78276 3.84121 -1.78414
H 3.75956 2.45269 -2.22267
H 3.86956 3.10997 -0.59526
H 0.69992 2.59330 -2.59162
H 0.39981 0.92041 -2.09359
H 1.79369 1.31721 -3.08719
S 1.06908 -0.81646 0.54593
C 0.41713 -2.06623 3.97420
N -0.74431 -2.85052 3.61425
C -1.87399 -2.58330 4.48553
C -1.08526 -2.74794 2.21358
C -0.00641 -3.34333 1.33893
C 0.09385 -4.73277 1.30795
C 1.04326 -5.38219 0.54042
C 1.93824 -4.63450 -0.21244
C 1.86792 -3.25691 -0.18291
C 0.89972 -2.59850 0.58047
H 0.64977 -2.24024 5.02454
H 0.26756 -0.98237 3.83240
H 1.28116 -2.37769 3.38530
H -1.58697 -2.79820 5.51398
H -2.70207 -3.24143 4.22122
H -2.23312 -1.54816 4.43315
H -1.29373 -1.69448 1.88039
H -2.01256 -3.30671 2.05683
H -0.59170 -5.30062 1.92107
H 1.09518 -6.46102 0.53732
H 2.69676 -5.12082 -0.80820
H 2.57658 -2.67191 -0.75389
O -2.92343 2.60027 2.06246
Se -2.75566 1.26598 2.96241
O -2.45370 1.41423 4.51990
O -1.03665 0.71053 2.27901
O -3.58677 -0.00690 2.41039

Atomic partial charges in e from the Löwdin method, atoms 1 to 6: 1.230 -0.037 -0.193 -0.139 0.026 -0.098